62
Properties=species:S:1:pos:R:3:forces:R:3:mulliken_charge:R:1 method="wB97M-V/def2-TZVPD" e_homo_ev=0.04 total_charge=-2 energy_ha=-2142.71407
S -1.66026 -4.75152 0.46080 -0.12 -0.11 -0.43 1.0931
F 2.37774 -2.83826 -2.40554 0.11 -0.07 -0.04 -0.4084
O -4.81218 2.15314 -1.25866 0.23 0.06 -0.16 -0.6013
O -1.74377 -3.80625 -0.69079 0.14 -0.10 0.20 -0.7603
O -3.98869 2.09417 0.83040 0.39 -0.34 -0.11 -0.3864
O -0.84513 -5.94104 0.08964 -0.05 0.20 0.19 -0.8067
O 1.29332 -2.79879 0.74972 0.94 -0.24 -0.53 -0.3607
O -0.98948 -4.03361 1.61469 0.13 0.35 0.20 -0.5942
O -2.43890 -1.74479 1.29349 -0.39 1.40 -0.26 -0.8225
O -3.02363 -5.17528 0.88221 0.21 0.10 0.03 -0.8040
O -0.78978 6.19613 -1.19142 0.20 0.18 -0.23 -0.6374
N 0.10916 2.05170 -1.53796 -0.03 -0.03 0.14 -0.5540
N -1.46500 1.03488 0.54493 0.20 0.21 -0.05 -0.1090
N -1.23744 4.00104 -1.60219 1.85 -0.40 0.24 0.2457
C -0.40231 0.31985 0.07646 -0.10 -0.02 -0.17 0.0522
C -0.84472 -1.65302 3.26741 -0.26 0.47 0.17 -1.0215
C -1.71172 2.19495 0.00272 -0.06 -0.18 -0.17 0.3918
C -0.60465 5.04392 -0.87337 -0.90 0.18 0.02 0.6695
C -0.80667 4.11525 -3.01698 -0.89 0.29 -0.22 -1.0324
C 2.89779 -1.97737 -1.42927 -0.32 0.03 -0.32 0.9628
C -4.82963 0.05976 -0.09351 -0.18 0.22 0.03 -1.0818
C 1.75842 -1.13984 -0.91076 -0.13 0.13 0.17 0.1346
C 4.71755 -0.21186 -1.16666 0.18 -0.27 -0.20 -1.1506
C -4.55938 1.51523 -0.27190 -0.26 0.09 0.09 1.0288
C -0.90383 2.70303 -1.05398 -0.48 0.04 -0.06 -0.1707
C 3.30045 -3.55641 1.90514 -0.15 -0.06 0.55 -1.5652
C 4.02694 -1.21434 -2.08693 0.26 0.10 0.13 -0.9682
C 0.27304 4.70493 0.30247 0.11 0.49 0.15 -0.9947
C 0.38669 0.84571 -0.97713 -0.12 -0.15 -0.09 -0.1466
C -2.90073 2.96681 0.52760 -0.10 0.16 0.28 -0.8249
C 1.45495 0.07554 -1.46410 0.16 -0.16 -0.11 0.0258
C 0.96672 -1.63042 0.17156 -0.27 0.25 0.24 -0.4471
C 2.01757 -2.72068 1.96799 -0.09 -0.22 0.07 -0.0035
C -0.12580 -0.94276 0.64136 -0.25 0.11 0.15 0.2662
B -1.16425 -1.48507 1.73660 0.20 -2.06 -0.19 1.1156
H 3.27271 -2.61361 -0.63315 0.03 -0.02 0.12 -0.2809
H 5.18598 -0.73757 -0.33444 -0.08 0.04 0.19 0.2824
H 0.16449 -1.39517 3.58100 0.05 0.08 0.12 0.2675
H 4.17442 -2.94372 2.12769 0.17 0.03 -0.28 0.3238
H 3.26970 -4.32411 2.67696 -0.01 -0.14 -0.02 0.3791
H 3.66756 -0.73159 -2.99527 -0.13 0.07 -0.02 0.4253
H 3.39836 -4.06967 0.95456 0.02 0.05 -0.14 0.4006
H 0.72284 5.64177 0.61759 0.00 0.08 0.06 0.3999
H 0.25742 4.31818 -3.10955 0.12 -0.13 -0.01 0.3408
H 4.03137 0.53604 -0.78191 -0.04 0.07 0.07 0.3085
H -2.63116 3.41355 1.48470 -0.05 0.09 0.06 0.2273
H -3.19730 3.75261 -0.15928 -0.08 0.01 -0.12 0.4768
H 2.02664 0.46940 -2.29214 0.02 0.09 -0.06 0.4100
H 4.77019 -1.94423 -2.40993 -0.03 -0.13 -0.07 0.4220
H -3.98320 -0.49914 -0.49586 0.09 -0.11 0.04 0.2491
H -3.05871 -1.13730 1.70657 -0.18 -0.28 0.28 0.1298
H -1.05714 3.19761 -3.53529 0.07 -0.13 0.03 0.4500
H -1.36568 4.92420 -3.47691 0.02 0.14 0.01 0.3077
H -1.57020 -1.06486 3.84025 0.05 0.18 0.17 0.3249
H -5.72768 -0.19836 -0.64402 -0.03 -0.15 -0.06 0.3857
H -4.92359 -0.19374 0.95594 -0.05 -0.06 0.08 0.2867
H -1.06726 -2.69960 3.48543 0.13 -0.10 -0.16 0.2524
H 1.36845 -3.09613 2.75618 -0.13 -0.04 -0.05 0.2283
H 1.06839 4.01399 0.03819 -0.12 -0.28 0.01 0.3070
H 2.26399 -1.67901 2.18617 -0.07 0.12 0.01 0.3602
H -0.31305 4.32207 1.13486 0.03 -0.28 0.01 0.2105
H 5.52008 0.28371 -1.71236 0.03 0.15 0.00 0.3900